Entry from the Open Molecules 2025 dataset: the molecule C4H4ClN (wB97M-V/def2-TZVPD).

Geometry as XYZ:
```
10
Properties=species:S:1:pos:R:3:nbo_charge:R:1
C 0.907 -0.045 -0.390 -0.212
C 0.396 0.819 0.675 -0.395
C -0.599 0.225 -0.340 -0.356
C -1.368 -0.901 0.011 0.265
H 1.357 0.354 -1.304 0.239
H 0.638 1.896 0.667 0.247
H 0.220 0.217 1.528 0.246
H -0.985 0.830 -1.118 0.258
N -2.095 -1.799 0.181 -0.301
Cl 1.529 -1.597 0.089 0.010
```

## Properties
SMILES = N#C[C@H]1C[C@H]1Cl
E_LUMO = 0.0258 Eh
Total charge = 0
Kohn-Sham gap = 11.21 eV
HOMO = -10.51 eV
Calculated total energy = -18223.796 eV

Entry from the Open Molecules 2025 dataset: a cluster of 2 separate species, C4H4ClN2OS in total (wB97M-V/def2-TZVPD).

Geometry as XYZ:
```
13
Properties=species:S:1:pos:R:3:nbo_charge:R:1
C 0.758 -0.186 -0.676 -0.031
C 1.624 0.797 -0.872 -0.546
C -0.555 1.494 0.104 0.169
C -3.230 0.519 0.614 -0.338
N -0.445 0.166 -0.103 -0.601
N -1.719 2.034 0.354 -0.014
O -2.151 3.150 0.843 -0.588
S 0.995 2.293 -0.188 0.231
Cl -3.407 -0.612 -0.677 -0.046
H 0.923 -1.282 -0.966 0.187
H 2.708 0.873 -1.241 0.214
H -3.120 -0.070 1.510 0.177
H -3.915 1.302 0.694 0.185
```

## Properties
E_LUMO (alpha / beta) = 0.1257 / 0.1256 Eh
Total charge = -1
Kohn-Sham gap (alpha / beta) = 5.78 / 5.68 eV
HOMO (alpha / beta) = -2.36 / -2.26 eV
Calculated total energy = -32594.534 eV

Entry from the Open Molecules 2025 dataset: the molecule C4H4ClNO2S (wB97M-V/def2-TZVPD).

Geometry as XYZ:
```
13
Properties=species:S:1:pos:R:3:nbo_charge:R:1
C 0.758 -0.990 0.256 -0.303
C -0.369 -0.406 -0.097 -0.121
C 1.913 -0.031 0.377 0.654
C -1.773 -0.801 -0.354 -0.433
N 1.466 1.272 0.216 -0.859
O 3.013 -0.389 0.719 -0.545
O -0.398 2.200 -1.253 -0.920
S -0.225 1.637 0.014 1.436
Cl -2.940 0.176 0.640 -0.057
H 0.785 -2.091 0.402 0.247
H -2.097 -1.879 -0.302 0.243
H -2.129 -0.645 -1.328 0.244
H 1.995 1.948 0.711 0.414
```

## Properties
E_LUMO = -0.0050 Eh
Total charge = 0
Kohn-Sham gap = 9.78 eV
HOMO = -9.92 eV
Calculated total energy = -33153.739 eV

Entry from the Open Molecules 2025 dataset: the molecule C4H4ClNOS (wB97M-V/def2-TZVPD).

Geometry as XYZ:
```
12
Properties=species:S:1:pos:R:3:nbo_charge:R:1
C -2.043 0.087 -0.682 -0.053
C -1.518 -1.191 -0.486 -0.626
C 0.441 0.347 0.798 -0.290
C 1.756 1.071 0.795 -0.458
N -1.522 1.213 -0.363 -0.219
O 0.825 -2.310 0.161 -0.860
S 0.134 -1.053 -0.087 1.591
Cl 2.708 0.606 -0.725 -0.090
H -3.044 0.186 -1.023 0.235
H -1.760 -2.186 -0.706 0.265
H 2.377 0.981 1.634 0.244
H 1.648 2.249 0.684 0.262
```

## Properties
E_LUMO (alpha / beta) = -0.0616 / -0.0616 Eh
Total charge = 0
Kohn-Sham gap (alpha / beta) = 7.26 / 7.26 eV
HOMO (alpha / beta) = -8.94 / -8.94 eV
Calculated total energy = -31100.101 eV

Entry from the Open Molecules 2025 dataset: the molecule C4H4ClPS (wB97M-V/def2-TZVPD).

Geometry as XYZ:
```
11
Properties=species:S:1:pos:R:3:nbo_charge:R:1
C 1.449 -0.785 -0.037 -0.253
C 0.091 -0.762 -0.460 -0.294
C 1.886 0.410 0.384 -0.424
C -0.521 0.419 -0.334 -0.415
P -2.512 0.811 -0.585 0.607
S 0.684 1.601 0.270 0.408
Cl -2.947 -0.818 0.524 -0.289
H 2.068 -1.697 -0.003 0.227
H -0.451 -1.503 -0.825 0.217
H 2.946 0.631 0.532 0.246
H -2.692 1.692 0.535 -0.028
```

## Properties
SMILES = ClPc1cccs1
E_LUMO = 0.0179 Eh
Total charge = 0
Kohn-Sham gap = 9.49 eV
HOMO = -9.01 eV
Calculated total energy = -36858.382 eV

Entry from the Open Molecules 2025 dataset: a structure of composition C4H4CoO5 (wB97M-V/def2-TZVPD).

Geometry as XYZ:
```
14
Properties=species:S:1:pos:R:3:nbo_charge:R:1
O 1.873 1.455 0.161 -0.886
C 2.200 2.694 0.832 0.926
O 3.228 2.834 1.480 -0.640
O 1.149 3.449 0.848 -0.834
H -1.770 -2.100 -1.674 0.213
O -0.616 -0.408 -1.422 -0.452
C -0.902 -1.791 -1.083 -0.129
C -1.172 -1.717 0.417 -0.129
O -1.028 -0.296 0.692 -0.443
C -0.514 0.328 -0.342 0.439
H -0.030 -2.398 -1.347 0.219
H -0.444 -2.263 1.026 0.220
H -2.192 -2.000 0.697 0.215
Co 0.216 2.213 -0.287 1.282
```

## Properties
Spin multiplicity = 4
E_LUMO (alpha / beta) = -0.0144 / -0.0361 Eh
Total charge = 0
Kohn-Sham gap (alpha / beta) = 8.10 / 7.99 eV
HOMO (alpha / beta) = -8.49 / -8.98 eV
Calculated total energy = -52074.750 eV

Entry from the Open Molecules 2025 dataset: a structure of composition C4H4CsO2 (wB97M-V/def2-TZVPD).

Geometry as XYZ:
```
11
Properties=species:S:1:pos:R:3:nbo_charge:R:1
O -3.165 0.626 0.717 -0.505
C -2.802 1.771 0.369 0.218
C -2.347 1.488 -0.906 -0.063
H -2.864 2.692 0.969 0.167
H -3.079 1.496 -1.726 0.185
C 0.952 -1.013 -0.404 -0.755
C 2.199 -1.098 -0.021 0.728
O 3.256 -1.354 0.421 -0.543
Cs 6.866 -2.024 1.671 0.999
H 0.153 -1.137 0.331 0.290
H 0.830 -1.446 -1.420 0.278
```

## Properties
E_LUMO = -0.1419 Eh
Total charge = +1
Kohn-Sham gap = 7.33 eV
HOMO = -11.19 eV
Calculated total energy = -8844.457 eV

Entry from the Open Molecules 2025 dataset: a cluster of 2 separate species, C4H4F2 in total (wB97M-V/def2-TZVPD).

Geometry as XYZ:
```
10
Properties=species:S:1:pos:R:3:nbo_charge:R:1
C 0.428 0.180 0.391 -0.140
C -0.503 0.075 1.323 -0.215
C 0.785 0.130 -1.081 -0.490
C 1.721 0.482 -0.014 0.767
F 3.288 -1.369 0.192 -0.672
F 2.638 1.375 0.198 -0.224
H -0.259 0.145 2.370 0.228
H -1.534 -0.102 1.065 0.217
H 0.864 -0.849 -1.534 0.286
H 0.457 0.904 -1.765 0.243
```

## Properties
E_LUMO (alpha / beta) = -0.0839 / -0.0799 Eh
Total charge = 0
Kohn-Sham gap (alpha / beta) = 7.23 / 7.90 eV
HOMO (alpha / beta) = -9.51 / -10.08 eV
Calculated total energy = -9641.773 eV

Entry from the Open Molecules 2025 dataset: the molecule C4H4F2 (wB97M-V/def2-TZVPD).

Geometry as XYZ:
```
10
Properties=species:S:1:pos:R:3:nbo_charge:R:1
C 0.725 1.411 -0.026 -0.673
C 0.343 -0.043 -0.020 0.638
C -1.109 -0.116 -0.287 -0.080
C -2.280 0.058 -0.114 -0.188
H -0.138 2.075 0.128 0.246
H 1.166 1.584 -0.992 0.239
H 1.594 1.609 0.594 0.240
H -3.222 -0.236 0.292 0.242
F 1.031 -0.840 -0.917 -0.335
F 0.583 -0.592 1.213 -0.330
```

## Properties
SMILES = C#CC(C)(F)F
E_LUMO = 0.0354 Eh
Total charge = 0
Kohn-Sham gap = 11.98 eV
HOMO = -11.02 eV
Calculated total energy = -9645.400 eV

Entry from the Open Molecules 2025 dataset: the molecule C4H4F3N (wB97M-V/def2-TZVPD).

Geometry as XYZ:
```
12
Properties=species:S:1:pos:R:3:nbo_charge:R:1
C 0.801 0.297 0.751 0.230
C 0.319 0.035 -0.427 0.333
C 2.201 1.141 1.116 0.625
C -1.056 -0.327 -0.965 -0.667
N 2.664 0.885 2.246 -0.663
F 0.162 -0.017 1.861 -0.301
F 1.165 0.309 -1.461 -0.334
F 2.662 1.812 0.078 -0.302
H -0.727 -0.310 -2.000 0.246
H -1.505 -1.153 -0.570 0.235
H -1.571 0.561 -0.845 0.230
H 3.449 1.546 2.587 0.369
```

## Properties
SMILES = [H]/N=C(F)/C(F)=C(/C)F
E_LUMO = 0.0308 Eh
Total charge = 0
Kohn-Sham gap = 10.51 eV
HOMO = -9.67 eV
Calculated total energy = -13853.014 eV

Entry from the Open Molecules 2025 dataset: the molecule C4H4FN (wB97M-V/def2-TZVPD).

Geometry as XYZ:
```
10
Properties=species:S:1:pos:R:3:nbo_charge:R:1
C -0.059 -0.457 -1.067 -0.459
C 0.917 -0.165 -0.051 -0.419
C -1.300 -0.321 -0.748 0.529
C 0.166 0.808 1.254 -0.014
N -0.976 1.121 1.197 -0.283
F -2.401 -0.480 -1.413 -0.297
H 0.232 -0.903 -2.002 0.258
H 0.842 -1.026 0.484 0.220
H 0.716 1.090 2.189 0.212
H 1.863 0.333 0.158 0.253
```

## Properties
E_LUMO (alpha / beta) = -0.0154 / -0.0033 Eh
Total charge = 0
Kohn-Sham gap (alpha / beta) = 8.67 / 8.79 eV
HOMO (alpha / beta) = -9.09 / -8.88 eV
Calculated total energy = -8413.906 eV

Entry from the Open Molecules 2025 dataset: a cluster of 2 separate species, C4H4FN2O2 in total (wB97M-V/def2-TZVPD).

Geometry as XYZ:
```
13
Properties=species:S:1:pos:R:3:nbo_charge:R:1
C -0.875 1.094 0.545 0.130
C -1.325 -0.336 0.254 0.500
C 1.215 0.653 -0.294 -0.111
C -0.193 -1.288 0.112 -0.036
N 0.318 1.516 0.391 -0.475
N 1.019 -0.844 -0.094 0.121
O 2.139 -1.422 -0.013 -0.583
O -2.403 -0.669 0.746 -0.686
F -1.349 -0.007 -1.527 -0.679
H -1.601 1.849 1.048 0.178
H 1.222 0.835 -1.482 0.222
H 2.323 0.872 -0.103 0.212
H -0.490 -2.252 0.418 0.206
```

## Properties
E_LUMO = 0.1507 Eh
Total charge = -1
Kohn-Sham gap = 8.93 eV
HOMO = -4.83 eV
Calculated total energy = -14003.646 eV